## one
14 unconnected molecules or ions with the total composition F6H26O13P. Source: the OMol25 dataset; level of theory: ωB97M-V with the def2-TZVPD basis set.

Calculated values
Net charge: -1
HOMO: -7.9 eV

```
46
F6H26O13P ωB97M-V with the def2-TZVPD basis set
P 9.360 7.625 42.614
F 8.711 6.876 41.285
F 10.150 6.261 43.161
F 10.497 8.101 41.592
F 10.030 8.328 43.928
F 8.558 9.081 42.339
F 8.064 7.193 43.544
O 5.694 5.536 44.133
H 5.945 5.627 45.052
H 4.828 5.131 44.159
O 11.065 7.842 46.803
H 11.317 7.001 46.422
H 10.418 8.197 46.194
O 12.911 8.458 42.850
H 12.935 8.900 42.001
H 12.021 8.604 43.171
O 11.669 3.959 42.385
H 10.959 4.500 42.732
H 12.293 3.890 43.108
O 6.028 9.935 41.994
H 5.552 9.115 41.857
H 6.866 9.665 42.369
O 7.005 8.881 45.681
H 7.525 8.276 45.152
H 6.121 8.817 45.321
O 11.667 5.329 45.536
H 12.118 4.527 45.799
H 12.227 5.707 44.858
O 8.806 5.630 45.915
H 8.464 5.557 45.024
H 9.750 5.743 45.801
O 8.882 12.046 41.892
H 8.420 11.278 42.226
H 8.408 12.791 42.261
O 7.387 4.457 42.100
H 7.086 4.728 42.968
H 7.615 5.275 41.659
O 11.683 7.400 38.941
H 11.023 8.093 38.937
H 12.315 7.667 38.273
O 4.927 7.417 42.246
H 4.785 6.877 41.469
H 5.277 6.810 42.899
O 9.163 8.915 39.246
H 9.003 8.522 40.104
H 9.188 9.857 39.415
```

## two
14 unconnected molecules or ions with the total composition F6H26O13P. Source: the OMol25 dataset; level of theory: ωB97M-V with the def2-TZVPD basis set.

Calculated values
Net charge: -1
HOMO: -8.7 eV

```
46
F6H26O13P ωB97M-V with the def2-TZVPD basis set
P -0.302 0.078 0.059
F -0.642 1.472 0.853
F 0.122 -0.516 1.532
F -1.922 -0.296 0.195
F 0.184 -1.358 -0.659
F -0.507 0.691 -1.427
F 1.272 0.527 -0.131
O -2.497 4.667 -2.558
H -3.352 4.522 -2.153
H -1.994 3.881 -2.344
O -7.559 -0.619 -2.787
H -7.112 -1.143 -2.122
H -7.034 -0.735 -3.578
O -0.317 4.723 5.137
H 0.587 4.420 5.047
H -0.670 4.694 4.248
O -6.739 -3.517 0.434
H -7.147 -4.361 0.242
H -6.654 -3.502 1.387
O -0.920 8.164 0.933
H -0.457 7.336 0.801
H -0.853 8.613 0.091
O 3.308 -3.988 5.231
H 2.641 -4.533 5.648
H 3.094 -3.096 5.504
O -3.766 -5.530 -1.697
H -4.051 -4.731 -1.253
H -4.453 -5.705 -2.341
O 2.877 2.519 -6.113
H 2.355 3.134 -6.627
H 2.233 1.942 -5.702
O 5.880 2.635 -1.890
H 5.161 2.655 -2.521
H 5.831 1.763 -1.497
O 6.622 -0.595 2.047
H 7.063 -0.736 2.885
H 5.989 0.101 2.223
O 4.309 -4.239 -0.452
H 3.482 -3.968 -0.054
H 4.978 -3.973 0.179
O 0.695 -0.089 6.535
H -0.130 0.373 6.686
H 0.665 -0.338 5.611
O -0.362 -3.679 -5.463
H -0.482 -3.839 -4.527
H 0.573 -3.821 -5.612
```

## three
14 unconnected molecules or ions with the total composition F6H26O13P. Source: the OMol25 dataset; level of theory: ωB97M-V with the def2-TZVPD basis set.

Calculated values
Net charge: -1
HOMO: -8.9 eV

```
46
F6H26O13P ωB97M-V with the def2-TZVPD basis set
P -0.001 0.501 -1.389
F -1.335 1.463 -1.315
F -0.654 -0.141 -2.749
F 0.808 1.584 -2.279
F 1.198 -0.613 -1.414
F 0.601 1.027 0.074
F -0.907 -0.557 -0.558
O -0.359 -6.338 2.242
H -0.774 -5.486 2.104
H -1.063 -6.972 2.102
O 5.890 -0.844 -0.275
H 5.355 -0.154 -0.667
H 5.262 -1.517 -0.015
O -0.350 4.908 4.913
H -0.681 4.278 4.273
H -1.136 5.285 5.308
O -2.990 -3.099 4.342
H -2.515 -2.270 4.280
H -3.841 -2.917 3.943
O 0.935 -0.717 4.377
H 1.011 -0.033 3.713
H 1.549 -1.395 4.095
O -6.370 4.183 -3.425
H -6.729 3.636 -2.727
H -5.425 4.172 -3.277
O -6.008 -0.627 -0.058
H -5.082 -0.605 -0.298
H -6.054 -0.149 0.770
O 3.848 -5.674 -3.577
H 3.788 -6.626 -3.497
H 4.074 -5.373 -2.697
O -0.278 6.633 0.455
H -0.254 6.433 1.390
H -1.067 6.195 0.136
O 3.861 4.782 0.644
H 3.102 4.819 0.062
H 4.204 5.675 0.649
O -0.616 -4.744 -2.750
H -0.670 -3.851 -3.090
H 0.310 -4.976 -2.831
O 3.495 -4.684 1.106
H 2.735 -5.144 1.463
H 3.716 -4.032 1.772
O -0.184 4.683 -5.497
H 0.106 3.951 -4.952
H -0.507 5.333 -4.873
```

Stability verdict: one, ahead by 0.0667 hartree

## one
6 unconnected molecules or ions with the total composition CH10O6. Source: the OMol25 dataset; level of theory: ωB97M-V with the def2-TZVPD basis set.

Calculated values
HOMO: -10.0 eV

```
17
CH10O6 ωB97M-V with the def2-TZVPD basis set
H 0.327 0.353 -0.443
O 0.685 -0.824 -0.934
O -0.187 1.423 0.148
H 1.057 -0.600 -1.805
H 1.500 -1.172 -0.509
C -0.311 1.275 1.456
H -0.929 2.063 1.786
O 0.039 0.276 2.101
O -2.866 0.053 0.535
H -2.190 -0.600 0.557
H -3.633 -0.415 0.961
O 0.673 0.791 -2.840
H -0.135 0.949 -3.318
H 0.830 1.569 -2.106
O 1.990 -1.860 1.145
H 1.266 -2.351 1.512
H 1.883 -0.930 1.755
```

## two
5 unconnected molecules or ions with the total composition CH10O6. Source: the OMol25 dataset; level of theory: ωB97M-V with the def2-TZVPD basis set.

Calculated values
HOMO: -10.6 eV
SMILES: O=CO.O.O.O.O

```
17
CH10O6 ωB97M-V with the def2-TZVPD basis set
O 0.368 0.674 2.026
C 1.027 -0.319 2.411
O 0.821 -0.851 3.660
H 1.874 -0.722 1.725
H -0.030 -1.052 3.901
O -0.926 -0.630 -0.991
H -0.253 0.046 -1.158
H -1.659 -0.375 -1.565
O -1.090 1.643 -4.016
H -1.870 2.173 -4.269
H -0.952 0.957 -4.624
O 1.461 2.001 -0.712
H 1.112 2.155 0.195
H 1.617 0.987 -0.767
O -0.586 -2.139 1.793
H -1.115 -1.994 0.957
H 0.200 -2.552 1.435
```

Stability verdict: two, ahead by 0.0048 hartree